Density functional theory data (ωB97M-V with the def2-TZVPD basis set) for a cluster of 7 separate species, C28H70O14 in total in a non-equilibrium geometry.

For the energy above the lowest of the compared OMol25 structures with the same formula, charge and spin, the calculation gives 218.58 kcal/mol. As for the total energy: -58822.6181 eV. The LUMO energy comes out at 0.75 eV. Its SMILES is COCCOC.COCCOC.COCCOC.COCCOC.COCCOC.COCCOC.COCCOC.

Last column: Mulliken charge in e.
Geometry (Å):
C  -0.338  4.535  2.013  -0.794
O  -1.583  5.069  2.189  -0.307
C  -1.561  6.473  1.963  -0.554
C  -2.633  7.028  2.910  -0.803
O  -2.887  8.387  2.648  -0.269
C  -3.808  8.959  3.481  -0.836
H  -0.335  3.450  1.916  0.096
H  0.209  4.787  2.921  0.419
H  0.223  4.991  1.197  0.364
H  -1.620  6.784  0.920  0.431
H  -0.610  6.928  2.238  0.535
H  -2.237  6.763  3.891  0.488
H  -3.517  6.391  2.879  0.342
H  -3.470  8.949  4.517  0.330
H  -4.804  8.519  3.540  0.318
H  -3.846  9.966  3.067  0.259
C  8.174  -4.196  0.509  -0.725
O  7.261  -3.413  1.230  -0.422
C  6.089  -2.939  0.488  -0.392
C  6.380  -1.717  -0.413  -0.374
O  5.207  -1.351  -1.109  -0.167
C  5.341  -0.280  -2.113  -0.751
H  8.759  -4.435  1.397  0.263
H  8.702  -3.544  -0.187  0.302
H  7.775  -5.173  0.236  0.294
H  5.426  -2.662  1.307  0.158
H  5.531  -3.747  0.014  0.421
H  7.230  -1.835  -1.084  0.328
H  6.637  -0.902  0.264  0.286
H  5.539  0.681  -1.638  0.340
H  4.347  -0.063  -2.503  0.164
H  6.111  -0.503  -2.852  0.323
C  -3.648  8.617  -1.321  -0.779
O  -3.733  7.233  -1.461  -0.364
C  -4.392  6.468  -0.470  0.429
C  -4.874  5.083  -0.899  -0.722
O  -3.833  4.147  -1.033  -0.417
C  -3.151  3.576  0.139  -0.176
H  -3.036  8.993  -2.141  0.294
H  -3.013  8.869  -0.472  0.255
H  -4.565  9.191  -1.185  0.319
H  -5.175  7.087  -0.031  0.483
H  -3.722  6.467  0.389  -0.451
H  -5.238  5.149  -1.924  0.293
H  -5.778  4.888  -0.323  0.363
H  -2.394  4.323  0.375  0.027
H  -2.618  2.681  -0.184  0.100
H  -3.781  3.489  1.024  0.295
C  -0.002  0.457  -5.324  -0.754
O  0.355  -0.889  -5.043  -0.353
C  -0.712  -1.851  -5.310  -0.457
C  -0.894  -2.068  -6.760  -0.737
O  -1.695  -1.029  -7.345  -0.294
C  -1.767  -1.050  -8.815  -0.743
H  0.316  0.657  -6.347  0.314
H  0.536  1.099  -4.627  0.225
H  -1.079  0.619  -5.273  0.315
H  -1.663  -1.633  -4.823  0.411
H  -0.525  -2.844  -4.901  0.406
H  -1.477  -2.987  -6.813  0.422
H  0.122  -2.165  -7.142  0.348
H  -0.760  -1.165  -9.216  0.306
H  -2.362  -0.208  -9.169  0.249
H  -2.380  -1.876  -9.174  0.296
C  1.950  -9.162  1.887  -0.820
O  1.778  -7.794  2.246  -0.243
C  1.286  -7.585  3.537  -0.493
C  1.643  -6.418  4.362  -0.760
O  1.135  -5.207  3.935  -0.343
C  1.568  -4.741  2.650  -0.683
H  1.005  -9.697  1.979  0.341
H  2.642  -9.758  2.483  0.329
H  2.287  -9.257  0.855  0.244
H  1.635  -8.427  4.135  0.428
H  0.201  -7.685  3.554  0.338
H  2.707  -6.195  4.290  0.416
H  1.558  -6.397  5.448  0.410
H  1.692  -3.658  2.655  0.087
H  0.839  -4.953  1.868  0.338
H  2.586  -4.959  2.326  0.411
C  -1.059  -2.450  4.703  -0.664
O  -1.675  -1.443  3.915  -0.354
C  -1.568  -1.665  2.536  -0.227
C  -2.101  -0.489  1.637  0.072
O  -3.532  -0.308  1.387  -0.472
C  -4.297  -0.269  2.589  -0.617
H  -1.147  -2.059  5.717  0.292
H  -0.010  -2.620  4.457  0.212
H  -1.710  -3.321  4.630  0.307
H  -2.197  -2.517  2.278  0.369
H  -0.525  -1.801  2.251  0.191
H  -1.669  -0.486  0.636  -0.105
H  -1.771  0.433  2.114  0.243
H  -5.387  -0.245  2.582  0.295
H  -3.954  0.547  3.226  0.248
H  -4.193  -1.286  2.965  0.250
C  0.002  1.141  -1.151  -0.905
O  0.639  -0.148  -1.023  -0.310
C  0.113  -1.253  -1.681  0.302
C  1.031  -2.602  -1.549  -0.857
O  1.357  -3.003  -0.216  -0.326
C  2.571  -2.467  0.279  -0.944
H  -1.021  1.016  -1.507  0.424
H  0.424  1.623  -2.033  0.366
H  0.151  1.758  -0.265  0.199
H  -0.063  -1.013  -2.730  0.006
H  -0.797  -1.701  -1.283  0.267
H  1.926  -2.516  -2.165  0.365
H  0.495  -3.448  -1.979  0.376
H  2.488  -2.067  1.289  0.390
H  2.783  -1.540  -0.252  0.393
H  3.431  -3.131  0.191  0.243